1.
The following is a DFT calculation (ωB97M-V with the def2-TZVPD basis set) of C33H36CoI2N4S3Se as an isolated structure at a distorted geometry.

Results
Lowest unoccupied orbital energy (alpha / beta) = -4.11 / -4.13 eV
M = 976.6 g mol⁻¹
Net charge = +1
Expectation value of S² = 6.03
Multiplicity = 5
Strongest force on any atom = 1.43 eV/A

Element x y z (Å)
Co1 1.7801 1.8258 0.8054
I1 2.6568 2.4663 -2.0051
C1 3.9520 3.7876 -0.9314
I2 3.3454 4.1931 1.0898
H1 3.9808 4.7316 -1.4595
H2 4.9252 3.3162 -0.8774
S1 -0.0420 3.1871 0.4151
C2 -1.3174 2.2109 -0.0998
N1 -2.5075 2.7375 -0.3855
C3 -3.6319 1.8510 -0.6691
C4 -3.1533 0.7183 -1.5406
N2 -2.0578 0.0320 -0.8670
C5 -2.0905 -1.4346 -0.8741
C6 -3.0872 -1.9519 0.1406
C7 -2.7500 -1.9834 1.4928
C8 -3.6724 -2.4091 2.4354
C9 -4.9404 -2.8109 2.0373
C10 -5.2798 -2.7914 0.6936
C11 -4.3573 -2.3594 -0.2498
C12 -1.1411 0.7437 -0.2100
S2 0.1953 0.0131 0.5083
C13 -2.7831 4.1752 -0.4005
C14 -3.3183 4.6003 -1.7472
C15 -2.5720 4.3540 -2.8962
C16 -3.0666 4.7123 -4.1399
C17 -4.3070 5.3282 -4.2415
C18 -5.0442 5.5964 -3.0985
C19 -4.5513 5.2304 -1.8534
H3 -4.4017 2.4258 -1.1790
H4 -4.0421 1.4492 0.2626
H5 -2.8079 1.1032 -2.5053
H6 -3.9620 0.0124 -1.7125
H7 -1.0894 -1.8015 -0.6579
H8 -2.3687 -1.7511 -1.8800
H9 -1.7536 -1.6958 1.8026
H10 -3.3974 -2.4345 3.4818
H11 -5.6564 -3.1551 2.7717
H12 -6.2616 -3.1154 0.3748
H13 -4.6266 -2.3656 -1.3008
H14 -1.8620 4.7001 -0.1700
H15 -3.5073 4.4061 0.3850
H16 -1.5950 3.8882 -2.8109
H17 -2.4847 4.5099 -5.0295
H18 -4.7024 5.5876 -5.2146
H19 -6.0085 6.0805 -3.1763
H20 -5.1272 5.4428 -0.9598
C20 0.1898 2.1762 4.0672
C21 1.5595 1.5829 4.0045
C22 2.3154 1.2910 5.1293
C23 3.5783 0.7453 4.9333
N3 4.0683 0.4680 3.7312
C24 3.2954 0.7685 2.6948
S3 3.8072 0.5628 1.0542
N4 2.0639 1.3227 2.7931
H21 -0.0914 2.4107 5.0908
H22 -0.5296 1.4700 3.6472
H23 0.1501 3.0818 3.4600
H24 1.9392 1.4981 6.1205
H25 4.2344 0.5335 5.7703
C25 5.1580 -7.0257 -0.6191
C26 4.5694 -5.6473 -0.6942
C27 4.8478 -4.8076 -1.7670
C28 4.3099 -3.5339 -1.8618
C29 4.6545 -2.6623 -3.0361
C30 3.4465 -3.0935 -0.8319
Se1 2.6408 -1.3999 -0.9595
C31 3.1625 -3.9231 0.2723
C32 2.2435 -3.4715 1.3729
C33 3.7268 -5.1856 0.3131
H26 5.8239 -7.2157 -1.4590
H27 4.3717 -7.7828 -0.6320
H28 5.7208 -7.1535 0.3067
H29 5.5008 -5.1596 -2.5580
H30 5.2888 -3.1988 -3.7407
H31 5.1808 -1.7665 -2.7033
H32 3.7544 -2.3344 -3.5539
H33 2.4628 -2.4468 1.6718
H34 2.3412 -4.1224 2.2413
H35 1.2039 -3.5030 1.0357
H36 3.5004 -5.8349 1.1524

***

2.
The following is a DFT calculation (ωB97M-V with the def2-TZVPD basis set) of C33H36N2O8P2SZr as an isolated structure.

Results
Lowest unoccupied orbital energy = -0.06 eV
M = 773.9 g mol⁻¹
Multiplicity = 1
Strongest force on any atom = 0.55 eV/A

Element x y z (Å)
Zr1 -0.7476 0.1866 -0.2425
C1 -1.1138 -3.9617 5.8712
C2 -1.1094 -4.1456 4.3473
C3 -0.9870 -5.6399 4.0175
C4 -2.4447 -3.6393 3.7991
C5 0.0809 -3.3993 3.7460
C6 1.3849 -3.7302 4.1556
C7 2.4921 -3.0752 3.6598
C8 2.3008 -2.0797 2.7078
S1 3.4706 -1.0594 1.9388
C9 2.1914 -0.2896 1.0434
N1 0.9974 -0.7594 1.2786
C10 1.0203 -1.7555 2.2502
C11 -0.0913 -2.4023 2.8020
C12 2.4256 0.8140 0.1237
C13 3.7123 1.3379 -0.0299
C14 3.9138 2.4193 -0.8635
C15 2.8225 2.9646 -1.5291
C16 1.5524 2.4230 -1.3746
C17 1.2978 1.3216 -0.5478
H1 -1.9594 -4.4947 6.3101
H2 -1.2036 -2.9056 6.1301
H3 -0.2014 -4.3453 6.3287
H4 -1.8306 -6.1892 4.4395
H5 -0.0696 -6.0706 4.4200
H6 -0.9869 -5.7989 2.9365
H7 -3.2600 -4.2064 4.2507
H8 -2.5212 -3.7546 2.7158
H9 -2.6028 -2.5853 4.0333
H10 1.5320 -4.5096 4.8920
H11 3.4852 -3.3282 4.0068
H12 -1.0718 -2.1081 2.4689
H13 4.5543 0.9094 0.5036
H14 4.9046 2.8357 -0.9901
H15 2.9624 3.8190 -2.1811
H16 0.7386 2.8777 -1.9244
N2 -0.4407 -4.0773 -0.5592
C18 -1.2300 -3.4107 -1.6710
C19 -1.8381 -4.4614 -2.5762
P1 -2.4584 -2.3892 -0.7242
O1 -2.5279 -1.0870 -1.6852
O2 -3.7099 -3.1195 -0.5049
O3 -1.5791 -1.8898 0.4185
P2 -0.0207 -2.3118 -2.5514
O4 1.2657 -3.3191 -2.4829
O5 -0.4118 -2.0353 -3.9358
O6 0.2718 -1.2245 -1.5423
H17 -0.9680 -4.8473 -0.1465
H18 -0.2964 -3.3526 0.1704
H19 0.4562 -4.4086 -0.9262
H20 -2.5926 -5.0426 -2.0432
H21 -1.0709 -5.1230 -2.9850
H22 -2.3184 -3.9597 -3.4142
H23 -3.3276 -0.5445 -1.6386
H24 1.6837 -3.4092 -3.3476
C20 -0.5385 3.2833 3.0909
C21 -1.2593 2.3332 2.1736
O7 -0.5499 1.5322 1.5361
C22 -2.6935 2.3552 2.0718
C23 -3.4594 3.2771 2.8190
C24 -4.8261 3.2722 2.7759
C25 -5.4790 2.3168 1.9786
C26 -4.7718 1.4079 1.2401
C27 -3.3544 1.4039 1.2424
O8 -2.7271 0.5482 0.5056
H25 0.5224 3.0502 3.0653
H26 -0.9117 3.2151 4.1121
H27 -0.6886 4.3084 2.7479
H28 -2.9514 4.0051 3.4372
H29 -5.3991 3.9875 3.3491
H30 -6.5614 2.3010 1.9449
H31 -5.2715 0.6714 0.6241
C28 -2.3806 3.2291 -4.0258
C29 -1.5340 2.1550 -4.2640
C30 -1.0544 1.4009 -3.2002
C31 -1.4332 1.6509 -1.8724
C32 -2.2935 2.7366 -1.6712
C33 -2.7509 3.5246 -2.7227
H32 -2.7516 3.8282 -4.8486
H33 -1.2405 1.9066 -5.2769
H34 -0.3868 0.5760 -3.4269
H35 -2.6281 2.9924 -0.6699
H36 -3.4089 4.3628 -2.5228

***

3.
The following is a DFT calculation (ωB97M-V with the def2-TZVPD basis set) of C33H36N3O3 as an isolated structure at a distorted geometry.

Results
Lowest unoccupied orbital energy = -3.80 eV
M = 522.7 g mol⁻¹
Net charge = +1
Multiplicity = 1
Strongest force on any atom = 5.44 eV/A

Element x y z (Å)
C1 4.5577 0.2382 -2.1403
C2 3.5572 -0.2538 -2.9853
C3 2.2231 -0.1554 -2.5879
C4 1.8939 0.3927 -1.3409
C5 0.4467 0.4878 -0.8667
C6 0.0897 1.8812 -1.1557
N1 -1.0172 2.2668 -1.7691
C7 -0.9797 3.6353 -2.3548
C8 -2.3793 4.1756 -2.5728
O1 -3.2171 3.1847 -3.1704
C9 -3.3977 2.0396 -2.3344
C10 -2.0848 1.2986 -2.0831
C11 2.9043 0.8548 -0.4919
C12 4.2392 0.7906 -0.8919
H1 5.6055 0.1342 -2.4530
H2 3.7946 -0.7205 -3.9493
H3 1.4240 -0.5044 -3.2433
H4 -0.2037 -0.2340 -1.3890
H5 0.8455 2.6782 -1.0471
H6 -0.4261 4.2689 -1.6517
H7 -0.4290 3.6064 -3.3150
H8 -2.7796 4.5455 -1.6062
H9 -2.3153 4.9897 -3.3077
H10 -3.8427 2.3145 -1.3546
H11 -4.0843 1.4034 -2.9100
H12 -1.8234 0.6918 -2.9748
H13 -2.2114 0.6148 -1.2333
H14 2.6427 1.3038 0.4709
H15 5.0321 1.1557 -0.2248
C13 3.9353 -3.9905 -3.4999
O2 2.8519 -3.1958 -2.9669
C14 2.3146 -3.5503 -1.7736
C15 1.3001 -2.7100 -1.2843
C16 1.0871 -2.6770 0.0756
C17 1.5558 -3.7676 0.8508
C18 2.3995 -4.7455 0.3479
C19 2.8181 -4.6165 -0.9793
N2 0.9893 -3.6739 2.1182
C20 1.0932 -4.6614 3.1783
C21 0.2487 -2.5336 2.1962
C22 0.2976 -1.8346 0.9737
C23 -0.2290 -0.5200 0.7082
C24 -1.4592 -0.2106 1.3686
C25 -2.3309 -1.1266 1.9860
N3 -3.1976 -0.4667 2.8068
C26 -4.1640 -1.0812 3.6953
C27 -2.9765 0.9025 2.7103
C28 -1.8947 1.1147 1.8223
C29 -1.3369 2.3824 1.7293
C30 -1.9646 3.4473 2.4164
O3 -1.5435 4.7325 2.3354
C31 -0.3172 5.0057 1.6322
C32 -3.1001 3.2178 3.2478
C33 -3.5893 1.9299 3.4224
H16 4.1326 -3.5238 -4.4645
H17 4.8260 -3.9220 -2.8567
H18 3.6324 -5.0404 -3.6324
H19 0.7597 -2.0496 -1.9493
H20 2.7446 -5.5621 0.9825
H21 3.5369 -5.3206 -1.4006
H22 1.8147 -5.4268 2.8782
H23 1.4271 -4.1946 4.1204
H24 0.1167 -5.1481 3.3580
H25 -0.2933 -2.2937 3.1009
H26 0.5088 0.3234 0.5817
H27 -2.3055 -2.2070 1.9390
H28 -4.6377 -0.2953 4.2996
H29 -4.9497 -1.6112 3.1292
H30 -3.6666 -1.8014 4.3692
H31 -0.4569 2.5536 1.1100
H32 -0.1026 6.0469 1.8721
H33 0.4996 4.3521 1.9750
H34 -0.4664 4.8861 0.5468
H35 -3.5463 4.0628 3.7728
H36 -4.4268 1.7158 4.0841

***

4.
The following is a DFT calculation (ωB97M-V with the def2-TZVPD basis set) of a 2-piece molecular cluster, C33H36N5 overall at a distorted geometry.

Results
Lowest unoccupied orbital energy = -4.18 eV
M = 502.7 g mol⁻¹
Net charge = +1
Multiplicity = 1
Strongest force on any atom = 2.19 eV/A

Element x y z (Å)
C1 -5.5401 0.8722 -3.4845
N1 -5.2841 0.6251 -2.0417
C2 -5.9149 -0.5391 -1.5072
C3 -5.7185 -1.7760 -2.1551
C4 -6.1714 -2.9544 -1.5572
C5 -6.9080 -2.9003 -0.3698
C6 -7.1480 -1.6695 0.2459
C7 -6.6268 -0.4849 -0.2956
C8 -4.0011 0.9435 -1.5303
C9 -3.8094 1.3499 -0.1790
C10 -2.5386 1.6952 0.2595
C11 -1.3405 1.5419 -0.5507
C12 -0.0536 1.8781 -0.0151
C13 1.2207 1.4904 -0.5484
C14 2.4239 1.8867 0.1421
C15 3.6919 1.5484 -0.2955
C16 3.8751 0.9395 -1.5592
N2 5.1697 0.6088 -2.0495
C17 5.4758 0.8844 -3.4748
C18 5.7715 -0.5792 -1.5263
C19 5.5740 -1.8100 -2.1846
C20 6.0064 -2.9948 -1.5818
C21 6.7183 -2.9524 -0.3786
C22 6.9532 -1.7274 0.2511
C23 6.4573 -0.5382 -0.2982
C24 2.7210 0.5492 -2.2667
C25 1.4636 0.6270 -1.6678
C26 -1.5779 1.0397 -1.8746
C27 -2.8583 0.7878 -2.3568
H1 -5.2283 1.8873 -3.7599
H2 -5.0248 0.1565 -4.1476
H3 -6.6256 0.7751 -3.6549
H4 -5.1556 -1.7899 -3.0987
H5 -5.9439 -3.9023 -2.0447
H6 -7.3039 -3.8117 0.0611
H7 -7.7453 -1.6081 1.1588
H8 -6.7725 0.4875 0.1870
H9 -4.6707 1.4114 0.5173
H10 -2.4346 2.0775 1.2846
H11 -0.0256 2.7088 0.7155
H12 2.3093 2.4481 1.0804
H13 4.5720 1.7566 0.3189
H14 6.5682 0.7666 -3.6044
H15 4.9673 0.1904 -4.1734
H16 5.1984 1.9204 -3.7294
H17 5.0307 -1.8138 -3.1402
H18 5.7855 -3.9380 -2.0795
H19 7.1029 -3.8681 0.0528
H20 7.5259 -1.6742 1.1796
H21 6.5952 0.4334 0.1884
H22 2.8671 0.0709 -3.2444
H23 0.7000 -0.0641 -2.0326
H24 -0.7634 0.8454 -2.5831
H25 -2.9973 0.4046 -3.3780
C28 -0.4999 2.1062 4.6034
C29 -0.9095 2.2809 3.1489
N3 -0.1212 1.4728 2.2155
C30 0.2826 0.2980 2.6430
N4 0.1930 -0.1252 3.9283
C31 -0.4487 0.6193 4.9806
C32 0.8418 -1.3979 4.1371
C33 1.4511 -1.7063 2.7683
N5 0.8860 -0.6912 1.9042
H26 0.4815 2.5917 4.7548
H27 -1.2397 2.6155 5.2312
H28 -1.9752 2.0166 2.9982
H29 -0.7916 3.3224 2.8064
H30 0.0829 0.4426 5.9263
H31 -1.4865 0.2410 5.1325
H32 1.6016 -1.3267 4.9375
H33 0.1226 -2.1769 4.4649
H34 2.5547 -1.5914 2.7961
H35 1.1704 -2.7179 2.4259
H36 1.2417 -0.4855 0.9738